Entry 1:
{
  "formula": "C23H52Br14Cl2N2O2",
  "method": "ωB97M-V/def2-TZVPD",
  "relative_energy_kj_mol": 0.00,
  "homo_lumo_gap_ha": 0.343,
  "e_lumo_ev": 0.1,
  "homo_ha": -0.34087,
  "smiles": "COC[C@H](C)N.COC[C@H](C)N.BrCCBr.BrCCBr.BrCCBr.BrCCBr.BrCCBr.BrCCBr.BrCCBr.ClCCl",
  "symbols": ["C", "O", "C", "C", "C", "N", "H", "H", "H", "H", "H", "H", "H", "H", "H", "H", "H", "C", "O", "C", "C", "C", "N", "H", "H", "H", "H", "H", "H", "H", "H", "H", "H", "H", "Br", "C", "C", "Br", "H", "H", "H", "H", "Br", "C", "C", "Br", "H", "H", "H", "H", "Br", "C", "C", "Br", "H", "H", "H", "H", "Br", "C", "C", "Br", "H", "H", "H", "H", "Br", "C", "C", "Br", "H", "H", "H", "H", "Br", "C", "C", "Br", "H", "H", "H", "H", "Br", "C", "C", "Br", "H", "H", "H", "H", "Cl", "C", "Cl", "H", "H"],
  "coordinates": [[-0.9033, 19.5636, -5.5928], [-1.3637, 20.9126, -5.8472], [-0.8454, 21.8044, -4.8531], [-1.4120, 23.2243, -5.0246], [-0.5595, 24.2094, -4.2519], [-2.7750, 23.3060, -4.5498], [-0.9971, 19.2493, -4.5544], [0.1442, 19.6407, -5.9151], [-1.4553, 18.9745, -6.3246], [-1.0510, 21.4036, -3.8542], [0.2535, 21.7520, -4.9349], [-1.2940, 23.4945, -6.0783], [-1.1135, 25.1315, -4.0603], [0.3322, 24.4923, -4.8114], [-0.3385, 23.8742, -3.2332], [-2.9353, 23.0161, -3.5899], [-3.4571, 22.8123, -5.0941], [-4.5973, 17.1011, -7.3393], [-4.6193, 18.0892, -6.2924], [-4.8699, 19.3686, -6.8325], [-5.2273, 20.2513, -5.6237], [-5.6062, 21.6826, -6.0014], [-4.1150, 20.2384, -4.6348], [-5.6356, 16.8787, -7.5927], [-4.1033, 16.2318, -6.9158], [-4.1119, 17.5394, -8.2098], [-3.9105, 19.7734, -7.1896], [-5.6467, 19.4160, -7.5992], [-6.0933, 19.8834, -5.0598], [-5.6638, 22.3609, -5.1516], [-6.5806, 21.8277, -6.4744], [-4.8676, 22.0557, -6.7250], [-3.2854, 20.4968, -5.1697], [-4.0183, 19.2318, -4.5091], [-6.8765, 14.6058, -3.1217], [-5.1411, 15.3397, -2.5210], [-4.6832, 16.4586, -3.4245], [-2.7215, 16.6539, -3.2497], [-4.4388, 14.5141, -2.5023], [-5.3156, 15.6722, -1.5017], [-5.1893, 17.4086, -3.2609], [-4.8604, 16.3017, -4.4856], [-2.1837, 16.2064, -9.5653], [-0.5036, 15.2501, -9.9717], [-0.5291, 13.9139, -9.2959], [1.0694, 12.8360, -9.7043], [0.2921, 15.8615, -9.5546], [-0.4050, 15.2100, -11.0511], [-1.4304, 13.3486, -9.5249], [-0.5379, 14.0144, -8.2127], [-5.9960, 16.2652, -13.8388], [-4.8028, 17.6287, -13.0230], [-4.6935, 17.3809, -11.5119], [-6.4224, 17.7071, -10.6200], [-5.1470, 18.6452, -13.1960], [-3.8906, 17.4537, -13.5835], [-3.8989, 18.0061, -11.1195], [-4.4738, 16.3240, -11.4176], [-8.8217, 22.1375, 0.0741], [-9.1805, 22.7339, -1.7512], [-7.9494, 23.5370, -2.1628], [-8.0686, 23.9047, -4.1060], [-10.0652, 23.3613, -1.8446], [-9.3506, 21.8509, -2.3562], [-7.1208, 22.8330, -2.1394], [-7.7226, 24.4128, -1.5694], [-5.3970, 18.1007, 0.6047], [-5.0334, 19.5475, -0.7348], [-3.5472, 19.7859, -0.6305], [-3.0157, 21.3991, -1.6265], [-5.6941, 20.3658, -0.4746], [-5.2139, 19.2161, -1.7555], [-3.0206, 18.8737, -0.8953], [-3.2202, 20.1078, 0.3530], [-4.4408, 23.0495, -9.8028], [-2.4761, 23.1410, -9.6058], [-1.9919, 21.8478, -8.9951], [-2.0785, 20.3289, -10.2595], [-2.3621, 23.9824, -8.9255], [-2.0612, 23.4149, -10.5688], [-2.5358, 21.5706, -8.0969], [-0.9510, 21.9268, -8.6830], [-3.9690, 28.0317, -7.5405], [-4.8594, 26.2863, -7.2594], [-5.0910, 25.9927, -5.7808], [-6.5256, 27.0488, -5.0476], [-4.2031, 25.4971, -7.6244], [-5.7603, 26.3099, -7.8605], [-4.1662, 26.2168, -5.2577], [-5.2397, 24.9222, -5.6776], [-7.6894, 24.1732, -7.5861], [-9.0778, 25.2734, -7.3916], [-9.9803, 25.5298, -8.8792], [-9.7516, 24.8387, -6.6608], [-8.7031, 26.2118, -6.9965]],
  "forces_ev_per_angstrom": [[0.5, 1.6, -1.6], [-0.6, 0.0, 1.0], [0.7, -0.3, -0.5], [0.5, -0.9, 0.8], [-0.1, 0.7, 0.5], [-0.8, 0.8, -0.3], [-0.2, 0.0, 0.0], [0.1, -0.8, 0.4], [0.0, -0.4, 0.4], [-0.4, 0.2, 0.1], [0.0, 0.4, -0.1], [-0.6, -0.1, -0.1], [-0.1, 0.0, -0.4], [0.2, -0.2, 0.3], [0.4, -0.3, -0.2], [0.5, 0.0, -0.2], [0.0, -0.3, -0.3], [-0.6, 0.8, 1.0], [-0.2, -0.6, -0.8], [0.0, 1.0, 1.6], [-0.6, 0.8, 0.7], [0.4, 0.3, -0.7], [-0.8, -0.5, -0.9], [0.1, -0.3, -0.2], [0.2, -0.1, -0.4], [0.2, -0.3, -0.1], [-0.2, 0.0, -0.6], [0.0, -0.3, -0.1], [0.0, -0.5, -0.4], [0.4, -0.2, 0.3], [0.0, -0.6, -0.2], [0.0, 0.3, 0.1], [0.2, 0.1, 0.3], [0.5, 0.0, 0.4], [0.5, 0.3, 0.1], [-0.4, -0.1, 0.1], [0.0, 0.1, -0.6], [-0.6, 0.2, 0.1], [-0.1, -0.1, -0.2], [0.1, 0.1, 0.0], [0.3, 0.1, 0.5], [0.2, -0.5, 0.1], [0.7, -0.4, -0.1], [0.2, 0.4, 0.2], [-0.3, -0.5, 0.6], [-0.5, 0.4, 0.0], [0.0, 0.1, -0.1], [-0.1, -0.1, 0.0], [0.3, -0.2, -0.4], [0.2, 0.2, 0.0], [0.2, 0.7, 0.2], [-0.6, -0.2, 0.4], [-0.4, -0.4, -1.5], [0.8, 0.1, -0.2], [-0.3, -0.2, -0.4], [0.3, 0.1, 0.4], [-0.2, 0.1, 0.4], [0.0, 0.0, 0.6], [-0.4, 0.1, -0.1], [0.3, 0.9, -0.1], [0.1, -1.7, -0.9], [-0.1, 0.1, 0.6], [-0.1, -0.1, 0.6], [0.3, -0.1, 0.0], [0.3, 0.3, 0.2], [-0.3, 0.2, -0.2], [-0.1, 0.5, -0.8], [0.5, -0.5, 0.2], [0.0, 0.8, 0.9], [0.0, -0.5, 0.0], [0.2, 0.1, 0.1], [-0.5, -0.3, 0.2], [0.3, 0.3, -0.5], [-0.3, -0.4, 0.2], [0.3, 0.1, -0.2], [-1.0, -0.1, 0.3], [0.5, 0.0, -0.2], [0.0, 0.5, 0.5], [0.3, -0.1, 0.1], [0.0, -0.3, -0.1], [-0.2, -0.1, -0.2], [0.1, 0.0, -0.3], [-0.2, -0.6, 0.1], [0.2, 0.1, 0.4], [0.8, 0.2, -0.9], [0.1, 0.0, 0.1], [0.1, 0.2, -0.2], [-0.1, 0.0, 0.1], [-0.2, 0.1, 0.3], [-0.6, 0.0, 0.2], [-0.2, 0.1, -0.1], [0.0, -0.1, 0.5], [0.1, 0.0, -0.1], [0.0, -0.1, -0.1], [0.1, 0.1, -0.2]],
  "lowdin_charge": [-0.070, -0.259, -0.209, -0.424, -0.068, 0.063, 0.073, 0.093, 0.088, 0.080, 0.127, 0.134, 0.075, 0.080, 0.083, -0.017, 0.025, -0.120, -0.232, -0.191, -0.394, -0.098, 0.059, 0.076, 0.079, 0.009, 0.118, 0.128, 0.138, 0.035, 0.040, 0.053, 0.034, 0.031, 0.595, -0.675, -0.661, 0.634, 0.040, 0.020, 0.049, 0.024, 0.735, -0.646, -0.710, 0.602, 0.057, 0.058, 0.053, 0.051, 0.568, -0.644, -0.725, 0.610, 0.058, 0.047, -0.017, 0.006, 0.627, -0.694, -0.656, 0.636, 0.060, 0.048, 0.029, 0.064, 0.605, -0.622, -0.691, 0.694, 0.037, 0.040, 0.032, 0.032, 0.597, -0.629, -0.683, 0.600, 0.044, 0.057, 0.018, 0.060, 0.576, -0.690, -0.718, 0.625, 0.029, 0.019, 0.045, 0.026, 0.514, -1.030, 0.532, 0.008, -0.009]
}

***

Entry 2:
{
  "formula": "C4H10N4O",
  "method": "ωB97M-V/def2-TZVPD",
  "relative_energy_kj_mol": 294.82,
  "homo_lumo_gap_ha": 0.372,
  "e_lumo_ev": 0.8,
  "homo_ha": -0.34356,
  "smiles": "[H]/N=C(/C)N(OC)/C(N)=N\\[H]",
  "symbols": ["H", "N", "C", "C", "N", "O", "C", "C", "N", "N", "H", "H", "H", "H", "H", "H", "H", "H", "H"],
  "coordinates": [[-2.0766, 0.6023, -1.5729], [-2.3432, 0.5400, -0.5885], [-1.3065, 0.4860, 0.2305], [-1.5957, 0.5210, 1.6891], [0.0009, -0.0682, -0.1845], [0.2318, -0.0129, -1.5928], [0.3690, -1.3949, -1.9636], [1.1875, 0.2311, 0.5547], [2.0673, 1.1298, 0.0361], [1.3982, -0.1897, 1.6950], [0.7786, -1.0053, 1.8472], [-1.5465, -0.5050, 2.0623], [-2.6052, 0.9855, 1.9189], [-0.8072, 1.0498, 2.3656], [-0.5441, -1.9408, -1.6986], [1.1649, -1.7155, -1.3259], [0.6714, -1.4273, -3.0318], [2.9907, 1.2352, 0.4368], [1.9648, 1.4789, -0.8777]],
  "forces_ev_per_angstrom": [[0.3, -0.6, 0.2], [2.7, 1.1, 1.8], [-1.9, -1.5, -2.7], [0.7, 1.2, 2.3], [-0.7, 1.4, -0.3], [-0.8, 0.1, 0.7], [0.1, 0.6, -0.3], [0.0, 1.8, -1.5], [0.3, 0.4, -0.2], [-0.3, -2.7, 2.6], [0.3, 0.8, 0.4], [-0.3, 0.0, 0.0], [1.3, -0.7, -0.6], [-1.2, -0.7, -1.5], [0.1, 0.1, -0.5], [0.7, -1.0, 0.0], [-0.4, -0.1, 0.7], [-0.5, -0.3, 0.2], [-0.3, 0.3, -1.0]],
  "lowdin_charge": [0.039, 0.122, -0.360, -0.069, -0.034, -0.167, -0.055, -0.568, 0.157, 0.134, 0.070, 0.072, 0.099, 0.106, 0.094, 0.071, 0.104, 0.110, 0.076]
}

***

Entry 3:
{
  "formula": "CH2O2S",
  "method": "ωB97M-V/def2-TZVPD",
  "relative_energy_kj_mol": 84.19,
  "homo_lumo_gap_ha": 0.395,
  "e_lumo_ev": 0.2,
  "homo_ha": -0.38664,
  "smiles": "O=C(O)S",
  "symbols": ["O", "C", "O", "S", "H", "H"],
  "coordinates": [[-1.1797, -1.0800, 0.0128], [-0.4415, -0.0878, 0.0347], [-1.1086, 1.0588, -0.0730], [1.3274, -0.0866, -0.0241], [-1.9868, 0.7435, 0.2836], [1.7032, 1.3399, 0.3757]],
  "forces_ev_per_angstrom": [[2.8, 0.4, 0.6], [-2.5, -1.8, -1.0], [-0.2, 1.0, 1.4], [0.5, 2.3, 0.8], [0.7, 0.8, -0.9], [-1.3, -2.8, -0.9]],
  "lowdin_charge": [-0.007, -0.952, 0.017, 0.801, 0.148, -0.007]
}

***

Entry 4:
{
  "formula": "C5H12N2O",
  "method": "ωB97M-V/def2-TZVPD",
  "relative_energy_kj_mol": 545.64,
  "homo_lumo_gap_ha": 0.194,
  "e_lumo_ev": -2.3,
  "homo_ha": -0.27812,
  "symbols": ["N", "C", "C", "N", "C", "C", "C", "O", "H", "H", "H", "H", "H", "H", "H", "H", "H", "H", "H", "H"],
  "coordinates": [[2.3411, -0.7838, -0.6809], [2.3673, 0.1854, 0.2337], [1.2328, 0.5381, 1.0232], [0.1553, -0.3320, 0.9269], [-2.2070, -0.7003, 0.5303], [-1.0982, 0.3320, 0.5701], [-0.9264, 1.0862, -0.7540], [1.2022, 1.5796, 1.6646], [3.0993, -1.4467, -0.7121], [1.4441, -1.0665, -1.1215], [3.2295, 0.8436, 0.2945], [0.2019, -1.1521, -1.8343], [0.3575, -0.9650, 0.1373], [-1.9884, -1.4953, -0.1945], [-2.3659, -1.1778, 1.4980], [-3.1496, -0.2386, 0.2351], [-1.3345, 1.0544, 1.3579], [-1.8127, 1.6579, -1.0336], [-0.6557, 0.3005, -1.4746], [-0.0928, 1.7804, -0.6659]],
  "forces_ev_per_angstrom": [[1.2, 1.2, 3.6], [1.9, -1.3, -2.4], [-2.4, 0.7, 1.1], [1.1, 0.2, -1.5], [-0.2, -0.4, -0.3], [-1.1, 0.7, 0.8], [0.1, -0.3, 0.3], [0.4, -0.2, -0.2], [0.5, 0.5, -1.1], [-2.1, -0.8, -1.1], [0.2, -0.3, 0.3], [0.9, -0.3, 0.3], [-0.5, -0.4, 0.5], [0.0, 0.2, 0.0], [0.1, 0.1, 0.1], [0.0, 0.1, 0.0], [0.1, -0.1, 0.0], [0.0, -0.2, 0.0], [-0.3, 0.5, -0.3], [0.0, 0.2, -0.1]],
  "lowdin_charge": [0.126, 0.013, -0.507, 0.097, -0.069, -0.436, -0.078, 0.090, 0.135, -0.078, 0.138, 0.024, 0.043, 0.072, 0.077, 0.079, 0.137, 0.084, -0.019, 0.072]
}

***

Entry 5:
{
  "formula": "C7H5F3N2",
  "method": "ωB97M-V/def2-TZVPD",
  "relative_energy_kj_mol": 377.96,
  "homo_lumo_gap_ha": [0.310, 0.310],
  "e_lumo_ev": [-0.1, -0.1],
  "homo_ha": [-0.31378, -0.31379],
  "symbols": ["C", "C", "C", "C", "C", "C", "C", "N", "N", "F", "F", "F", "H", "H", "H", "H", "H"],
  "coordinates": [[1.2143, 3.4106, 0.4883], [0.3639, 2.5727, 0.3863], [-1.7921, 1.0022, 0.3728], [-0.5449, 1.5365, 0.3606], [0.2416, -0.1550, -0.1633], [-0.9535, -2.2422, -0.5921], [1.6362, -0.5876, 0.0412], [-2.0107, -0.2384, -0.0453], [-0.8894, -0.8717, -0.1488], [1.8193, -1.8121, -0.5729], [2.5116, 0.2493, -0.4284], [1.9064, -0.8341, 1.3518], [1.8934, 4.2826, 0.3476], [-2.7126, 1.5568, 0.7580], [-0.2757, -2.8431, 0.0800], [-1.9937, -2.5477, -0.6876], [-0.4143, -2.4788, -1.5483]],
  "forces_ev_per_angstrom": [[1.3, 2.1, -0.6], [-0.6, 0.3, 0.7], [-1.8, 2.8, 0.8], [2.8, -6.2, -1.9], [-3.2, 4.7, 2.0], [1.7, -2.1, -0.3], [-1.0, -2.1, 0.4], [-1.4, -0.5, 1.3], [2.7, 0.4, -2.1], [0.3, 0.5, 0.0], [0.6, 0.6, -0.2], [0.1, 0.4, -0.3], [-0.9, -1.5, 0.4], [1.4, -0.7, -1.0], [-1.4, 0.3, -0.1], [0.2, -0.1, 0.5], [-0.7, 1.1, 0.5]],
  "lowdin_charge": [0.119, -0.168, -0.167, -0.025, 0.084, -0.008, -0.604, 0.048, -0.197, 0.086, 0.195, 0.127, 0.061, 0.139, 0.111, 0.093, 0.107]
}